Record 1
ORCA calculation (ωB97M-V/def2-TZVPD) on C17H23F5NO3P2Rh as an isolated structure in a non-equilibrium geometry.

Values from the calculation:
Total charge: +2
Gap between HOMO and LUMO (spin up / spin down): 6.633 / 5.948 eV
Spin multiplicity: 5
LUMO (spin up / spin down): -6.3 / -9.3 eV
⟨S²⟩: 6.077
Largest force on an atom: 3.54 eV/Å

Structure (XYZ):
```
52
C17H23F5NO3P2Rh (ωB97M-V/def2-TZVPD)
Rh -0.1722 -0.3264 -0.0310
P 1.8896 -1.0663 0.0550
C 2.1315 -1.7394 -1.5289
C 0.9919 -1.8268 -2.3141
N -0.1861 -1.2791 -1.7933
C -1.3504 -1.5230 -2.4204
C -1.3885 -2.3233 -3.5464
C -0.2297 -2.8038 -4.1430
C 0.9728 -2.5648 -3.5322
C -2.6230 -0.8849 -1.9008
P -2.1913 0.5998 -0.9780
H 1.8826 -3.0292 -3.9178
H -2.3412 -2.5383 -3.9880
H -0.2772 -3.3643 -5.0432
H -3.2619 -0.6232 -2.7457
H -3.2011 -1.5757 -1.2681
H 3.5069 2.5057 -3.8017
H 3.0026 -2.3238 -1.7771
H -0.0882 4.9134 -0.7227
O 3.5374 3.4686 -3.8557
H 3.2474 3.6990 -4.7540
H -0.4835 0.7619 -1.1337
O -0.1217 5.0686 0.2347
H 0.1184 4.1354 0.5262
C -2.3307 2.0098 -2.0722
H -3.3010 1.9517 -2.5819
H -2.2606 2.9224 -1.4644
H -1.5189 2.0138 -2.8088
C -3.3367 0.8601 0.3598
H -3.0111 1.7555 0.9079
H -4.3271 1.0187 -0.0920
H -3.3568 -0.0063 1.0342
C 1.9991 -2.3306 1.3436
H 2.9723 -2.8426 1.4163
H 1.8049 -1.7443 2.2659
H 1.1942 -3.0675 1.1713
C 3.0651 0.2031 0.5363
H 2.6179 0.6942 1.4113
H 4.0269 -0.2644 0.7942
H 3.1410 0.9104 -0.2987
F -0.4492 -0.6559 6.7997
C -0.4095 -0.2142 5.5382
C 0.0592 1.0778 5.2951
F 0.4042 1.8782 6.3243
C 0.1724 1.5095 3.9922
F 0.5952 2.7631 3.7406
C -0.1508 0.6904 2.8568
O 0.1920 1.0789 1.6654
C -0.7626 -0.5573 3.1811
F -1.2779 -1.3821 2.1999
C -0.8306 -1.0250 4.4758
F -1.2575 -2.2856 4.6996
```

Record 2
ORCA calculation (ωB97M-V/def2-TZVPD) on a 3-piece molecular cluster, C23H45FN2O13P2S overall in a non-equilibrium geometry.

Values from the calculation:
SMILES string: O=C(O)N(CCCNCc1ccccc1O)S(=O)(=O)F.CCOP(=O)(OCC)OCC.CCOP(=O)(OCC)OCC
Gap between HOMO and LUMO: 6.902 eV
LUMO: -1.8 eV
Largest force on an atom: 9.27 eV/Å

Structure (XYZ):
```
87
C23H45FN2O13P2S (ωB97M-V/def2-TZVPD)
O -0.6675 1.8284 4.1294
C -1.8188 2.2891 4.0994
O -2.6043 2.4982 5.2823
N -2.4844 2.6238 2.8207
C -1.9998 3.9122 2.2225
C -2.5506 5.2154 3.0278
C -4.0380 5.6503 2.6054
N -5.1295 5.1045 3.4686
C -5.5341 3.7266 3.0543
C -7.0627 3.3664 3.4338
C -8.0676 4.3490 4.0670
C -9.4877 3.7862 4.4010
C -9.9162 2.3220 4.1528
C -8.8814 1.3594 3.4886
C -7.4718 1.8741 3.1426
O -6.4958 0.9822 2.5478
S -2.4807 1.3180 1.7075
O -1.1855 1.2721 0.9640
O -2.7674 0.0503 2.5206
F -3.8261 1.4943 0.6914
H -3.2974 1.7843 5.3015
H -2.3679 3.9345 1.1340
H -0.8517 3.8997 2.2632
H -2.3874 5.1300 4.1612
H -1.8537 6.0745 2.6852
H -4.2361 5.4061 1.5085
H -4.0826 6.7994 2.7156
H -4.7006 4.9857 4.4089
H -5.3111 3.5307 1.9420
H -4.8986 2.9943 3.6873
H -7.7379 5.4184 4.2594
H -10.2284 4.5105 4.8728
H -10.9457 1.8904 4.4227
H -9.1250 0.2738 3.2508
H -6.5604 1.1167 1.5736
C -0.7607 -6.5101 1.1839
C -0.9168 -6.2692 -0.3049
O -0.7097 -4.9026 -0.6309
P 0.8328 -4.3030 -0.5581
O 1.3515 -5.0515 -1.7936
O 0.6108 -2.8760 -1.3789
C 1.6306 -2.4159 -2.2612
C 1.1603 -2.5636 -3.6963
O 0.3986 -3.4835 0.8796
C -0.4499 -2.3397 0.9572
C -1.9196 -2.6455 0.7577
H 0.2667 -6.3137 1.5059
H -1.0084 -7.5445 1.4357
H -1.4098 -5.8438 1.7564
H -0.2322 -6.9027 -0.8768
H -1.9346 -6.5232 -0.6132
H 2.5711 -2.9476 -2.0945
H 1.8112 -1.3599 -2.0391
H 0.8634 -3.5917 -3.9157
H 1.9486 -2.2725 -4.3967
H 0.2843 -1.9351 -3.8757
H -0.1129 -1.5370 0.3000
H -0.3272 -1.9533 1.9744
H -2.1386 -2.8676 -0.2890
H -2.5248 -1.7852 1.0456
H -2.2266 -3.5061 1.3555
C 6.1363 -3.1380 -1.8466
C 5.9878 -2.8906 -3.3351
O 6.1973 -1.5242 -3.6528
P 7.7310 -0.9133 -3.5674
O 8.2696 -1.6543 -4.7984
O 7.5013 0.5125 -4.3880
C 8.5269 0.9882 -5.2564
C 8.0790 0.8383 -6.6985
O 7.2500 -0.1071 -2.1386
C 6.3774 1.0174 -2.0949
C 4.9193 0.6732 -2.3456
H 7.1628 -2.9457 -1.5190
H 5.8846 -4.1727 -1.6003
H 5.4862 -2.4720 -1.2743
H 6.6733 -3.5229 -3.9071
H 4.9708 -3.1408 -3.6494
H 9.4716 0.4685 -5.0787
H 8.6902 2.0458 -5.0291
H 7.7992 -0.1931 -6.9247
H 8.8731 1.1417 -7.3866
H 7.1974 1.4555 -6.8888
H 6.7170 1.8241 -2.7460
H 6.4604 1.4123 -1.0769
H 4.7434 0.4408 -3.3980
H 4.2793 1.5208 -2.0859
H 4.6107 -0.1915 -1.7546
```

Record 3
ORCA calculation (ωB97M-V/def2-TZVPD) on C4H9N3O as an isolated structure in a non-equilibrium geometry.

Values from the calculation:
Gap between HOMO and LUMO: 8.569 eV
LUMO: 0.6 eV
Largest force on an atom: 2.32 eV/Å

Structure (XYZ):
```
17
C4H9N3O (ωB97M-V/def2-TZVPD)
C 0.8940 -1.2874 1.1473
C 0.7215 0.1356 -1.2135
C -0.7506 0.9622 0.1828
N -0.7420 1.5110 1.4231
N -1.9617 0.6526 -0.3792
C 1.1804 -0.3953 -2.3248
O 0.0579 -1.0534 0.0569
N 0.3490 1.2033 -0.5967
H -2.6731 0.3317 0.2631
H 0.1656 1.7839 1.7637
H -1.5498 1.4104 2.0158
H -1.8712 0.0344 -1.1733
H 0.3129 -1.6461 2.0128
H 1.6425 -2.0604 0.9222
H 1.4485 -0.3897 1.4721
H 1.2058 0.2064 -3.2223
H 1.5703 -1.3991 -2.3497
```

Record 4
ORCA calculation (ωB97M-V/def2-TZVPD) on a 2-piece molecular cluster, C4H13N2S overall in a non-equilibrium geometry.

Values from the calculation:
Total charge: +1
Gap between HOMO and LUMO (spin up / spin down): 7.691 / 8.035 eV
Spin multiplicity: 3
LUMO (spin up / spin down): -2.8 / -5.4 eV
⟨S²⟩: 2.009
Largest force on an atom: 4.12 eV/Å

Structure (XYZ):
```
20
C4H13N2S (ωB97M-V/def2-TZVPD)
C -1.3974 1.3539 -1.9297
C 1.5226 -1.1524 -0.4383
C 1.2390 0.4037 1.4517
C -0.7813 -0.6160 0.3600
N -0.5432 1.0705 -0.8291
N 0.6229 -0.7924 0.7811
S -1.8128 -0.3955 1.7859
H -1.1339 0.6438 -2.7178
H -2.4054 1.2688 -1.5922
H -0.9398 2.2489 -2.2089
H 1.2216 -0.6702 -1.2627
H 2.5842 -1.0808 -0.1563
H 1.3615 -2.1455 -0.6419
H 2.1509 0.2326 1.8670
H 1.2022 1.2118 0.7241
H 0.6619 0.7648 2.3611
H -0.9244 -1.4828 -0.2595
H -0.4225 1.8082 -0.1648
H 0.7735 -1.6244 1.4087
H -2.9797 -1.0470 1.4618
```

Record 5
ORCA calculation (ωB97M-V/def2-TZVPD) on C34H42AuNPSi as an isolated structure in a non-equilibrium geometry.

Values from the calculation:
Total charge: -1
Gap between HOMO and LUMO: 6.596 eV
LUMO: 2.8 eV
Largest force on an atom: 1.21 eV/Å

Structure (XYZ):
```
80
C34H42AuNPSi (ωB97M-V/def2-TZVPD)
Au 0.7038 0.0467 0.1911
C -2.0819 -3.1471 -2.1308
C -1.7311 -3.3934 -0.6662
C -2.7320 -4.3415 -0.0039
P -1.2703 -1.7189 0.1196
C -1.3521 -2.2121 1.9267
C -1.2419 -0.9770 2.8076
C -0.2216 -3.1932 2.2231
C -2.6781 -0.6029 -0.0863
C -3.9808 -1.0420 -0.3031
C -5.0164 -0.1902 -0.6436
C -6.4014 -0.6982 -0.9306
C -4.7303 1.1729 -0.7605
C -3.4664 1.6444 -0.5384
C -2.3847 0.7922 -0.1886
N -1.1593 1.2644 -0.0153
C -0.8741 2.6149 0.0519
C -1.2628 3.3818 1.1658
C -2.0309 2.7401 2.2826
C -0.8976 4.7126 1.2516
C -0.1348 5.3250 0.2675
C 0.2228 6.7807 0.3602
C 0.2831 4.5519 -0.8063
C -0.0722 3.2216 -0.9315
C 0.4015 2.4331 -2.1132
H -2.0970 -4.0862 -2.6858
H -1.3394 -2.4891 -2.5821
H -3.0557 -2.6718 -2.2245
H -0.7567 -3.9084 -0.6522
H -3.7305 -3.9175 0.0468
H -2.4277 -4.6111 1.0050
H -2.7931 -5.2607 -0.5907
H -2.3280 -2.6810 2.1116
H -0.2991 -0.4613 2.6180
H -1.2820 -1.2552 3.8616
H -2.0627 -0.2940 2.5955
H 0.7353 -2.7389 1.9687
H -0.3247 -4.1064 1.6403
H -0.2038 -3.4598 3.2807
H -4.2036 -2.0943 -0.2028
H -6.4555 -1.7770 -0.7979
H -6.6829 -0.4627 -1.9594
H -7.1298 -0.2311 -0.2658
H -5.5169 1.8702 -1.0310
H -3.2558 2.6990 -0.6566
H -1.5096 1.8379 2.5998
H -3.0351 2.4579 1.9618
H -2.1137 3.4184 3.1307
H -1.2130 5.2896 2.1134
H -0.5351 7.3239 0.9221
H 0.3003 7.2210 -0.6327
H 1.1812 6.9152 0.8647
H 0.8994 5.0023 -1.5748
H 0.8863 3.0780 -2.8440
H -0.4327 1.9187 -2.5882
H 1.1218 1.6773 -1.7906
C 4.8399 0.6468 -3.9804
C 5.2662 1.4723 -2.9537
C 4.7700 1.3025 -1.6736
C 3.8419 0.3124 -1.3734
C 3.4209 -0.4966 -2.4234
C 3.9098 -0.3425 -3.7064
Si 3.0189 0.1352 0.3446
C 3.8471 -1.4062 1.1054
C 3.4226 -2.6715 0.7161
C 3.8936 -3.8193 1.3253
C 4.8102 -3.7282 2.3600
C 5.2447 -2.4784 2.7681
C 4.7661 -1.3394 2.1447
H 5.2217 0.7764 -4.9860
H 5.9885 2.2553 -3.1554
H 5.1041 1.9684 -0.8882
H 2.6721 -1.2549 -2.2338
H 3.5564 -0.9880 -4.5017
H 3.7195 1.2201 1.0909
H 2.6855 -2.7563 -0.0715
H 3.5316 -4.7890 1.0046
H 5.1762 -4.6244 2.8475
H 5.9546 -2.3915 3.5833
H 5.1070 -0.3707 2.4866
```

Record 6
ORCA calculation (ωB97M-V/def2-TZVPD) on H24NeO12 as an isolated structure in a non-equilibrium geometry.

Values from the calculation:
Gap between HOMO and LUMO: 10.029 eV
LUMO: -0.1 eV
Largest force on an atom: 1.20 eV/Å

Structure (XYZ):
```
37
H24NeO12 (ωB97M-V/def2-TZVPD)
Ne -0.4154 0.0402 -0.0646
O -1.9577 2.7982 0.5150
H -2.4770 2.8059 1.3190
H -1.7186 3.7144 0.3750
O -1.6579 2.2484 -2.2600
H -1.5705 2.3285 -1.3102
H -2.5899 2.3878 -2.4279
O 2.5006 2.2711 1.1637
H 2.4193 1.3272 1.0274
H 2.3234 2.3951 2.0961
O -0.7721 1.2815 2.7778
H -0.8073 1.9426 2.0865
H -0.0131 1.5276 3.3067
O -0.1270 -1.3732 2.6801
H -0.9631 -1.8296 2.5857
H -0.3296 -0.4583 2.4849
O -2.2815 -2.6880 1.6660
H -2.0166 -2.9034 0.7717
H -3.1108 -2.2209 1.5647
O -0.5341 -0.0345 -3.1133
H -1.0860 -0.8047 -2.9777
H -0.8760 0.6166 -2.5006
O 2.1942 -2.2625 1.5988
H 1.4639 -2.0830 2.1910
H 1.7874 -2.3557 0.7374
O 2.1581 -0.5458 -2.5089
H 2.7500 0.1989 -2.4025
H 1.3127 -0.1517 -2.7237
O 1.2680 3.7993 -0.7578
H 1.7166 3.5280 -1.5587
H 1.6980 3.3023 -0.0618
O -1.2913 -3.5969 -0.7668
H -0.4325 -3.1827 -0.8519
H -1.1927 -4.4449 -1.1997
O 1.1574 -2.5473 -1.0942
H 1.8098 -3.2351 -0.9616
H 1.6613 -1.7954 -1.4054
```

Record 7
ORCA calculation (ωB97M-V/def2-TZVPD) on a 9-piece molecular cluster, C33H54N6O21 overall in a non-equilibrium geometry.

Values from the calculation:
SMILES string: O=C1C=C(O)C(=O)C=C1O.O=C1C=C(O)C(=O)C=C1O.O=C1C=C(O)C(=O)C=C1O.C[N+](=O)[O-].C[N+](=O)[O-].C[N+](=O)[O-].COC[C@H](C)N.COC[C@H](C)N.COC[C@H](C)N
Gap between HOMO and LUMO: 7.225 eV
LUMO: -2.0 eV
Largest force on an atom: 6.04 eV/Å

Structure (XYZ):
```
114
C33H54N6O21 (ωB97M-V/def2-TZVPD)
O -0.7170 12.3993 -4.9867
C -0.7811 11.1883 -4.9569
C -0.6404 10.4438 -6.2255
C -0.8650 9.1126 -6.3274
O -0.7683 8.5194 -7.5166
C -1.2572 8.2304 -5.1770
O -1.6491 7.0817 -5.2290
C -1.0526 8.9384 -3.8475
C -0.9364 10.3215 -3.7599
O -0.8246 10.9554 -2.5503
H -0.2987 10.9841 -7.0960
H -1.0733 7.6097 -7.4856
H -1.0405 8.2995 -2.9768
H -0.6416 11.8977 -2.5392
O 6.2725 -4.6041 -1.4656
C 6.3881 -3.8951 -2.4910
C 7.6563 -3.7691 -3.1910
C 7.8871 -2.8690 -4.1655
O 9.1151 -2.7859 -4.7793
C 6.7882 -2.1144 -4.7985
O 6.9500 -1.4056 -5.8159
C 5.5452 -2.1477 -4.0349
C 5.3751 -2.9652 -2.9900
O 4.2395 -2.8224 -2.2424
H 8.4213 -4.4810 -2.9184
H 9.5927 -3.5968 -4.5898
H 4.7763 -1.4696 -4.3742
H 3.9126 -3.6297 -1.8388
O -6.0390 -7.2756 -0.4138
C -6.6880 -6.2966 -0.3338
C -8.1389 -6.2384 -0.7131
C -8.9326 -5.0986 -0.6992
O -10.2717 -5.2101 -0.7716
C -8.3769 -3.7502 -0.3544
O -8.9270 -2.6493 -0.4920
C -7.0791 -3.7891 0.2284
C -6.3588 -4.9564 0.2872
O -5.1577 -5.0277 0.9443
H -8.6649 -7.1591 -0.9178
H -10.6771 -4.3400 -0.7624
H -6.6515 -2.9617 0.7751
H -4.7641 -5.8956 0.8282
C -0.7294 -4.6811 6.9332
N -1.9057 -5.2557 7.5722
O -2.9221 -4.5295 7.6510
O -1.6749 -6.3658 8.0804
H -0.5583 -3.8461 7.6126
H -1.1250 -4.2345 6.0209
H 0.1148 -5.3685 6.8800
C -0.8453 0.1848 1.6290
N -1.6028 1.5088 1.5802
O -0.9275 2.4811 1.3416
O -2.8370 1.5258 1.7338
H -1.0113 -0.3848 0.7146
H -1.2504 -0.3084 2.5126
H 0.2084 0.4380 1.7457
C -6.1420 2.7612 -3.2486
N -6.1431 1.5661 -4.2114
O -7.1653 1.2963 -4.8954
O -5.1960 0.8070 -4.1270
H -5.1431 3.0473 -2.9192
H -6.7078 2.5026 -2.3536
H -6.6594 3.5286 -3.8244
C 0.3373 2.0798 7.5384
O -0.8862 1.3390 7.5821
C -2.0386 1.9932 8.1383
C -2.0038 2.5711 9.5651
C -1.7833 1.6024 10.6750
N -3.2554 3.3335 9.9108
H 1.1633 1.5193 7.1006
H 0.6552 2.2800 8.5616
H 0.1771 3.0513 7.0707
H -2.2208 2.8200 7.4519
H -2.9587 1.4593 7.9008
H -1.3044 3.3972 9.6934
H -1.8043 2.1574 11.6129
H -0.7420 1.2858 10.6148
H -2.4839 0.7718 10.7601
H -3.3596 4.1119 9.2757
H -3.1245 3.9480 10.7016
C -0.0246 -6.9224 -1.4524
O 0.4267 -7.1644 -0.1348
C 0.9321 -8.4966 0.0342
C 1.2911 -8.7869 1.5044
C 2.1233 -10.0394 1.5640
N 0.1471 -8.9362 2.3585
H -0.6449 -7.7564 -1.7806
H 0.8309 -6.8458 -2.1234
H -0.6790 -6.0507 -1.4502
H 0.3618 -9.2420 -0.5200
H 1.8913 -8.5097 -0.4832
H 1.9224 -7.9308 1.7424
H 1.8213 -10.9442 1.0365
H 2.2777 -10.3064 2.6095
H 3.0861 -9.8135 1.1056
H 0.6880 -9.0345 3.2057
H -0.2638 -9.8253 2.1122
C 4.5595 4.2540 -2.5303
O 5.5855 4.6824 -3.5545
C 5.0933 5.6688 -4.3882
C 6.4273 6.2768 -4.9969
C 6.2120 7.4432 -5.9698
N 7.1883 5.3206 -5.8167
H 4.1806 5.1332 -2.0093
H 4.9168 3.6834 -1.6731
H 3.7308 3.7175 -2.9925
H 4.3512 5.2036 -5.0370
H 4.6808 6.4668 -3.7708
H 6.9505 6.6760 -4.1279
H 5.3121 7.3175 -6.5719
H 7.1143 7.7359 -6.5067
H 5.8932 8.2502 -5.3100
H 6.6097 5.1299 -6.6223
H 7.2158 4.4733 -5.2676
```

Record 8
ORCA calculation (ωB97M-V/def2-TZVPD) on a 3-piece molecular cluster, CH8NO3 overall in a non-equilibrium geometry.

Values from the calculation:
Total charge: -1
Gap between HOMO and LUMO: 8.689 eV
LUMO: 4.5 eV
Largest force on an atom: 1.03 eV/Å

Structure (XYZ):
```
13
CH8NO3 (ωB97M-V/def2-TZVPD)
N -1.6625 -1.0469 -1.2513
C -1.1005 -0.7726 0.0644
O -0.1532 0.2136 0.1174
H -2.1822 -0.2248 -1.5532
H -0.8888 -1.1311 -1.8980
H -1.9380 -0.5289 0.7393
H -0.6654 -1.7337 0.4008
H 0.2749 1.5217 1.1433
H 1.4645 1.7283 2.0524
O 0.5815 2.0810 1.9078
H 1.0082 -0.1281 -0.4507
H 1.6582 -1.2817 -1.3697
O 1.9666 -0.5016 -0.8897
```